[1]
# C6H6Br2FNO

2 unconnected molecules or ions with the total composition C6H6Br2FNO in a non-equilibrium geometry (ωB97M-V/def2-TZVPD, the Open Molecules 2025 dataset).

## Properties
**Orbital gap (alpha / beta)**: 7.7 / 7.9 eV
**Calculated total energy**: -152654.3232 eV
**LUMO energy (alpha / beta)**: -1.601 / -1.482 eV
**Multiplicity**: 1
**Charge**: 0
**ΔE to the lowest compared entry with this formula, charge and spin**: 216.61 kJ/mol

Each line ends with the Mulliken charge.
Positions of all 17 atoms, in Å:
C (2.84807, 2.18762, 0.07880)  0.28
C (-0.74485, 0.62454, 1.61200)  -0.15
C (-0.12186, -1.23281, 0.01081)  -1.12
C (0.37560, 1.00789, -0.62965)  -1.62
C (2.57486, 0.84545, 0.50604)  0.32
C (-0.59588, 0.19167, 0.10393)  1.02
N (3.23028, 3.17511, -0.36554)  -0.36
O (-0.86747, -0.07752, 2.56469)  -0.44
F (2.08765, 0.60176, 1.70957)  -0.22
Br (3.37438, -0.66166, -0.45115)  -0.03
Br (-2.47926, 0.52330, -0.59472)  -0.11
H (-0.86606, 1.75906, 1.86146)  0.37
H (0.85156, -1.32122, 0.45792)  0.21
H (-0.20072, -1.41026, -1.08691)  0.38
H (-0.71302, -2.00952, 0.67083)  0.28
H (0.70422, 0.61395, -1.48440)  0.57
H (0.37940, 2.02686, -0.61813)  0.61

Forces on atoms 1 to 3 (eV/Å):
C 0.71 -1.82 0.82
C -0.93 2.51 0.10
C -2.54 -1.85 0.39



[2]
# C4H6N4O

A molecular structure, C4H6N4O in a non-equilibrium geometry (ωB97M-V/def2-TZVPD, the Open Molecules 2025 dataset).

## Properties
**Orbital gap**: 6.2 eV
**Calculated total energy**: -12237.6481 eV
**LUMO energy**: -2.825 eV
**Multiplicity**: 1
**Charge**: 0
**ΔE to the lowest compared entry with this formula, charge and spin**: 1479.15 kJ/mol

Each line ends with the Mulliken charge.
Positions of all 15 atoms, in Å:
C (-0.67508, -1.06088, -0.38424)  0.46
C (-0.86099, 0.51158, -0.34573)  -0.04
C (-0.26947, 0.99021, 1.09770)  -0.42
C (-0.14723, 0.85978, -1.68224)  0.28
H (1.17388, -0.41936, 0.15170)  0.43
H (0.92180, -2.36569, 0.18369)  0.31
H (-2.75042, -1.60859, -0.48981)  0.25
H (-1.96848, 0.79681, -0.66335)  0.41
H (-1.30936, 1.82583, 2.22100)  0.37
H (2.81024, 0.22552, 2.22673)  0.37
N (0.64031, -1.41980, -0.33658)  -0.65
N (-1.64909, -1.92132, -0.45159)  -0.80
N (1.12441, 0.30731, 1.23091)  -0.02
N (0.30612, 1.13231, -2.78679)  -0.48
O (1.23584, 0.88148, 2.58316)  -0.48

Forces on atoms 1 to 3 (eV/Å):
C -2.46 -1.66 0.46
C -1.06 0.20 -1.47
C 3.03 -3.23 -2.73



[3]
# C2H10N4S

A gas-phase ion, C2H10N4S (charge +2) in a non-equilibrium geometry (ωB97M-V/def2-TZVPD, the Open Molecules 2025 dataset).

## Properties
**Orbital gap (alpha / beta)**: 6.9 / 7.3 eV
**Calculated total energy**: -19008.5672 eV
**LUMO energy (alpha / beta)**: -11.203 / -10.928 eV
**Structure (SMILES)**: C[N+](=[NH2+])[C@H](S)NN
**Multiplicity**: 1
**Charge**: +2
**ΔE to the lowest compared entry with this formula, charge and spin**: 426.35 kJ/mol

Each line ends with the Mulliken charge.
Positions of all 17 atoms, in Å:
C (1.56199, -0.76933, -1.11009)  -0.70
N (0.41927, -0.63497, -0.17391)  0.48
N (-0.73305, -1.13713, -0.42833)  -0.43
C (0.35867, 0.48128, 0.72409)  -0.47
S (0.46183, -0.24365, 2.57420)  -0.09
N (-0.87827, 1.13863, 0.54684)  0.23
N (-1.63268, 0.80315, -0.45097)  -0.29
H (1.79837, -1.76345, -1.43705)  0.33
H (1.54136, -0.16209, -2.12362)  0.37
H (2.44350, -0.20281, -0.70087)  0.31
H (-0.90751, -1.78423, -1.17325)  0.30
H (-1.40279, -1.38374, 0.29282)  0.32
H (1.19538, 1.04493, 0.48077)  0.45
H (0.97215, 0.87515, 3.33960)  0.30
H (-1.33308, 1.61813, 1.29386)  0.34
H (-2.54853, 1.07652, -0.30045)  0.26
H (-1.31661, 1.04360, -1.35367)  0.29

Forces on atoms 1 to 3 (eV/Å):
C 1.28 2.80 -1.90
N 1.32 -0.04 -0.49
N -1.61 -2.02 -0.17



[4]
# C48H64F6N4O6PtS3SbTe

A molecular structure, C48H64F6N4O6PtS3SbTe (ωB97M-V/def2-TZVPD, the Open Molecules 2025 dataset).

## Properties
**<S²>**: 0.754
**Orbital gap (alpha / beta)**: 7.1 / 5.9 eV
**Calculated total energy**: -134946.2554 eV
**LUMO energy (alpha / beta)**: -0.117 / -1.265 eV
**Multiplicity**: 2
**Charge**: 0
**ΔE to the lowest compared entry with this formula, charge and spin**: 0.00 kJ/mol

Each line ends with the Mulliken charge.
Positions of all 134 atoms, in Å:
Pt (0.27175, -0.60071, 1.14317)  2.72
C (-2.26065, 1.27774, 4.77876)  -1.88
C (-1.05210, 2.14163, 5.13080)  1.76
C (-0.21327, 1.40976, 6.17851)  -1.67
C (-1.52246, 3.48499, 5.68326)  -1.65
Sb (0.25290, 2.23253, 3.31912)  0.46
C (-0.89011, 3.02852, 1.61329)  2.17
C (-0.01230, 3.10611, 0.36644)  -1.47
C (-2.04753, 2.06486, 1.35196)  -2.36
C (-1.44797, 4.41570, 1.93851)  -1.70
C (1.84138, 3.66433, 3.74907)  2.15
C (2.45512, 4.15453, 2.43965)  -2.05
C (1.32541, 4.88814, 4.51227)  -1.61
C (2.87025, 2.95132, 4.63040)  -1.82
H (-2.76917, 1.00865, 5.71083)  0.61
H (-1.98268, 0.35095, 4.27395)  0.15
H (-2.98465, 1.81596, 4.16665)  0.34
H (-0.81964, 1.27255, 7.08043)  0.54
H (0.67396, 1.97565, 6.46728)  0.20
H (0.09842, 0.42125, 5.83937)  0.13
H (-2.33129, 3.28571, 6.39583)  0.50
H (-1.91970, 4.16201, 4.92733)  0.15
H (-0.73780, 4.00296, 6.23005)  0.37
H (0.51031, 2.17422, 0.14273)  -0.31
H (0.71823, 3.90995, 0.42687)  0.26
H (-0.65904, 3.33016, -0.49004)  0.75
H (-1.68003, 1.03169, 1.28640)  0.40
H (-2.53133, 2.34201, 0.40884)  0.65
H (-2.80126, 2.09939, 2.13641)  0.29
H (-0.66901, 5.13547, 2.19579)  0.27
H (-2.18248, 4.38643, 2.74420)  0.29
H (-1.95819, 4.79966, 1.04731)  0.49
H (1.81647, 4.90224, 1.96841)  0.37
H (2.65204, 3.36504, 1.71699)  0.35
H (3.40655, 4.64812, 2.66720)  0.61
H (0.48613, 5.38254, 4.02165)  0.30
H (2.14038, 5.61775, 4.57863)  0.52
H (1.03688, 4.64057, 5.53179)  0.22
H (3.20985, 2.01158, 4.20265)  0.28
H (2.46959, 2.75652, 5.62604)  0.39
H (3.73517, 3.61286, 4.75803)  0.45
F (2.37223, -2.34389, 2.97908)  -0.15
C (2.04230, -2.30507, 4.26825)  0.76
F (2.66396, -1.27784, 4.84625)  -0.21
F (2.43540, -3.43073, 4.84954)  -0.25
S (0.22835, -2.05213, 4.45876)  0.96
O (-0.00363, -0.80632, 3.75203)  -0.29
O (-0.01609, -2.09071, 5.86257)  -0.72
N (-0.39369, -3.29665, 3.73805)  -0.67
S (-0.93990, -3.29559, 2.28610)  1.44
O (-1.65533, -2.05173, 1.96587)  -1.28
O (-0.04906, -3.78419, 1.28015)  -0.73
C (-2.23967, -4.59375, 2.39338)  0.31
F (-1.68864, -5.76547, 2.66275)  -0.21
F (-2.84625, -4.65558, 1.20510)  -0.09
F (-3.15166, -4.31193, 3.31750)  -0.22
C (0.79150, -3.44718, -8.32344)  -1.58
C (1.31041, -2.88219, -7.03041)  0.70
C (0.96620, -3.45653, -5.81239)  -1.09
C (1.44523, -2.95879, -4.60794)  1.45
C (1.01706, -3.62538, -3.32610)  -1.89
C (2.30001, -1.84348, -4.61991)  -0.40
Te (2.81092, -0.95434, -2.76561)  0.63
N (1.93270, 0.05890, 0.34112)  -0.26
C (2.58780, 0.49550, 1.34679)  -0.98
O (2.05543, 0.76205, 2.51115)  0.01
C (4.08265, 0.56853, 1.20398)  0.56
C (4.86464, 1.54153, 1.81682)  0.20
C (6.23987, 1.55333, 1.63807)  -1.11
C (6.85270, 0.57993, 0.86204)  -0.55
C (6.08307, -0.41070, 0.26955)  -1.02
C (4.70774, -0.41670, 0.44184)  -0.60
C (1.74211, 0.81651, -3.20792)  0.44
C (0.58317, 0.71314, -3.97892)  -0.57
C (-0.16572, 1.83452, -4.29762)  -0.76
C (0.22975, 3.07844, -3.81621)  -0.95
C (1.37438, 3.17956, -3.04744)  -0.56
C (2.15341, 2.06271, -2.73358)  0.71
C (3.39226, 2.22797, -1.90388)  -1.40
C (2.68316, -1.26717, -5.83784)  1.29
C (3.61988, -0.09394, -5.95135)  -2.02
C (2.16978, -1.79685, -7.02003)  -0.80
H (-0.18447, -3.91293, -8.18765)  0.38
H (1.46808, -4.20946, -8.71595)  0.30
H (0.69521, -2.67150, -9.08298)  0.38
H (0.29845, -4.31137, -5.79724)  0.34
H (0.37469, -4.47969, -3.53983)  0.41
H (0.48453, -2.93502, -2.66927)  0.21
H (1.87184, -3.98914, -2.75334)  0.32
H (4.40504, 2.29433, 2.43618)  0.29
H (6.83527, 2.32437, 2.11052)  0.43
H (7.92634, 0.58967, 0.72639)  0.40
H (6.55220, -1.18320, -0.32609)  0.44
H (4.09535, -1.18595, -0.00583)  0.72
H (0.26409, -0.25639, -4.34542)  0.70
H (-1.04321, 1.73703, -4.92727)  0.56
H (-0.34361, 3.96557, -4.05383)  0.39
H (1.69374, 4.15035, -2.68561)  0.39
H (3.67085, 3.27879, -1.82334)  0.51
H (4.23188, 1.67570, -2.33351)  0.31
H (3.23939, 1.83106, -0.89987)  0.10
H (4.13492, 0.11212, -5.01625)  0.22
H (3.08092, 0.81154, -6.23841)  0.32
H (4.36956, -0.29159, -6.71951)  0.59
H (2.45908, -1.33867, -7.96046)  0.43
C (-6.56194, -1.98932, 0.11705)  -1.70
C (-5.04829, -2.10815, 0.21501)  0.76
C (-4.36853, -0.82079, -0.23302)  -1.23
N (-2.91851, -0.95841, -0.20410)  0.82
C (-2.05451, -0.68939, -1.15391)  -0.72
S (-0.37920, -0.66333, -0.98669)  0.10
N (-2.51160, -0.32871, -2.42216)  0.12
C (-3.33615, -1.05354, -3.28704)  0.02
O (-3.70509, -0.53895, -4.31670)  -0.63
C (-3.75276, -2.43039, -2.88985)  0.44
C (-2.84400, -3.36416, -2.40363)  0.61
C (-3.27193, -4.64705, -2.09671)  -0.77
C (-4.60549, -4.99230, -2.26177)  -0.49
C (-5.51090, -4.06374, -2.76059)  -0.62
C (-5.08346, -2.78766, -3.08767)  -0.82
H (-7.05203, -2.90053, 0.45787)  0.40
H (-6.87221, -1.81150, -0.91451)  0.35
H (-6.93689, -1.16391, 0.72544)  0.41
H (-4.68789, -2.93297, -0.40169)  -0.37
H (-4.75315, -2.33091, 1.24425)  0.43
H (-4.64229, 0.00367, 0.43235)  0.53
H (-4.68681, -0.54215, -1.23594)  0.52
H (-2.50654, -1.33258, 0.65105)  -0.05
H (-1.95800, 0.38723, -2.88190)  -0.15
H (-1.80119, -3.10708, -2.27559)  0.25
H (-2.56035, -5.37022, -1.72195)  0.51
H (-4.94014, -5.98998, -2.00939)  0.41
H (-6.54801, -4.33860, -2.90048)  0.44
H (-5.76881, -2.05935, -3.50220)  0.57

Forces on atoms 1 to 3 (eV/Å):
Pt -0.36 -0.01 0.24
C -0.06 -0.02 -0.06
C -0.01 -0.14 0.10



[5]
# C5H15ClN3

2 unconnected molecules or ions with the total composition C5H15ClN3 in a non-equilibrium geometry (ωB97M-V/def2-TZVPD, the Open Molecules 2025 dataset).

## Properties
**Orbital gap**: 8.9 eV
**Calculated total energy**: -22411.7211 eV
**LUMO energy**: -2.705 eV
**Multiplicity**: 1
**Charge**: +1
**ΔE to the lowest compared entry with this formula, charge and spin**: 220.97 kJ/mol

Each line ends with the Mulliken charge.
Positions of all 24 atoms, in Å:
C (2.09788, 2.10684, 0.93723)  -0.79
C (-0.64153, -0.79088, -2.69363)  -0.76
C (-2.26637, -0.18669, 1.20192)  -0.75
C (-0.05457, 0.79754, 0.99076)  -0.19
C (0.77929, -0.61953, -0.67229)  -0.81
N (1.07441, 1.21834, 1.56667)  -0.15
N (-0.08441, -1.56332, -1.57349)  -0.17
N (-0.95859, -0.01643, 1.63763)  -0.09
Cl (1.52682, -1.75498, 0.64956)  -0.25
H (1.54258, 2.47676, 0.05809)  0.28
H (2.29471, 2.85633, 1.63912)  0.36
H (3.00874, 1.59015, 0.66986)  0.28
H (-0.94041, -1.56334, -3.29465)  0.44
H (-1.49699, -0.24553, -2.38601)  0.25
H (0.15347, -0.14787, -3.01050)  0.30
H (-2.40100, -1.22067, 1.52905)  0.31
H (-3.05724, 0.41428, 1.65471)  0.27
H (-2.34706, -0.06990, 0.13145)  0.18
H (-0.45764, 1.21679, 0.07865)  0.37
H (1.62946, -0.25854, -1.20763)  0.55
H (1.32367, 0.89179, 2.54067)  0.28
H (0.62835, -2.31898, -1.79949)  0.40
H (-0.71010, -2.17481, -1.04378)  0.37
H (-0.64350, -0.63735, 2.39612)  0.31

Forces on atoms 1 to 3 (eV/Å):
C -2.42 -1.48 -1.01
C 0.78 -0.31 1.61
C -1.51 -1.48 0.07



[6]
# CH5O3PS

A molecular structure, CH5O3PS in a non-equilibrium geometry (ωB97M-V/def2-TZVPD, the Open Molecules 2025 dataset).

## Properties
**Orbital gap**: 9.2 eV
**Calculated total energy**: -27383.9468 eV
**LUMO energy**: -0.908 eV
**Multiplicity**: 1
**Charge**: 0
**ΔE to the lowest compared entry with this formula, charge and spin**: 295.19 kJ/mol

Each line ends with the Mulliken charge.
Positions of all 11 atoms, in Å:
C (1.38176, -1.24191, 0.22385)  -0.59
O (-0.16590, 2.00724, -1.13597)  -0.72
O (-1.60372, 1.06347, 0.84786)  -0.42
O (0.41760, -0.37639, 0.70868)  -0.23
P (-0.91010, 0.05575, -0.13747)  0.86
S (-2.07006, -1.23305, -0.95635)  -0.29
H (0.95192, -1.98920, -0.54599)  0.27
H (1.76500, -1.79774, 1.05495)  0.23
H (2.21187, -0.69653, -0.26518)  0.26
H (-0.96370, 2.47996, -0.75566)  0.30
H (-1.01469, 1.72838, 0.96127)  0.33

Forces on atoms 1 to 3 (eV/Å):
C 0.75 -1.76 -2.52
O -2.11 -2.64 2.04
O -3.13 -3.67 -0.01